{"formula": "C33H30NO4PSV", "method": "the ωB97M-V functional and the def2-TZVPD basis", "elements": ["V", "O", "S", "O", "O", "C", "C", "C", "C", "C", "C", "P", "C", "C", "C", "C", "C", "C", "C", "C", "C", "C", "C", "C", "H", "H", "H", "H", "H", "H", "H", "H", "H", "H", "H", "H", "H", "H", "O", "C", "C", "C", "C", "C", "N", "H", "H", "H", "H", "H", "H", "H", "H", "H", "C", "C", "C", "C", "C", "C", "C", "C", "C", "C", "H", "H", "H", "H", "H", "H", "H"], "positions_angstrom": [[0.59323, 0.64866, -0.49982], [-1.55504, 1.33864, -2.26776], [-1.31027, 2.58153, -1.55704], [-1.57815, 3.79700, -2.27661], [-0.00202, 2.59435, -0.77781], [-2.57032, 2.55277, -0.25443], [-3.57871, 3.50260, -0.36841], [-4.61622, 3.54755, 0.54767], [-4.65227, 2.62813, 1.58570], [-3.64748, 1.68450, 1.69354], [-2.58532, 1.62892, 0.78932], [-1.28393, 0.34576, 1.00756], [-0.89625, 0.56504, 2.78412], [-1.56816, -0.11941, 3.79573], [-1.24516, 0.07839, 5.12941], [-0.24811, 0.97718, 5.47457], [0.41872, 1.67618, 4.47755], [0.09831, 1.47199, 3.14330], [-2.22687, -1.20537, 0.87221], [-1.80671, -2.36313, 1.52444], [-2.48343, -3.56075, 1.35626], [-3.57682, -3.62943, 0.50691], [-3.98047, -2.49438, -0.18237], [-3.30555, -1.29613, -0.00636], [-3.54681, 4.20617, -1.18800], [-5.39443, 4.29454, 0.44527], [-5.46046, 2.64407, 2.30739], [-3.69897, 0.96738, 2.50452], [-2.36323, -0.81358, 3.55158], [-1.77794, -0.46843, 5.89752], [0.00597, 1.13725, 6.51617], [1.19422, 2.38767, 4.73262], [0.62266, 2.02369, 2.37549], [-0.92672, -2.34146, 2.15862], [-2.13870, -4.44721, 1.87509], [-4.09460, -4.56950, 0.36071], [-4.80774, -2.54199, -0.88036], [-3.60336, -0.43439, -0.59369], [1.53199, 1.09771, 0.71448], [3.49388, -3.65706, 0.58660], [2.06004, -3.74171, 0.04502], [1.19215, -4.54557, 1.02642], [2.05940, -4.43436, -1.32501], [1.51975, -2.38026, -0.10519], [1.14368, -1.30437, -0.26345], [3.89341, -4.66501, 0.69633], [3.50468, -3.16633, 1.56055], [4.13198, -3.09642, -0.09922], [1.59911, -5.55178, 1.13028], [0.16938, -4.61998, 0.65850], [1.17988, -4.07003, 2.01025], [2.45820, -5.44235, -1.21657], [2.67929, -3.88231, -2.03460], [1.04448, -4.49939, -1.71891], [2.49116, 4.39026, -4.54688], [1.40753, 4.26000, -3.65093], [1.32160, 3.17203, -2.82564], [2.30578, 2.14602, -2.84656], [2.20473, 0.98072, -1.96582], [3.21786, 0.04830, -2.08223], [4.29806, 0.19355, -2.98825], [4.38837, 1.27830, -3.80455], [3.39691, 2.28467, -3.75886], [3.45947, 3.42663, -4.59866], [2.55698, 5.25606, -5.19995], [0.63789, 5.02418, -3.61359], [0.47622, 3.00286, -2.06924], [3.19364, -0.83288, -1.45214], [5.06821, -0.57305, -3.03445], [5.22441, 1.36935, -4.49346], [4.28696, 3.53742, -5.29485]], "spin_multiplicity": 2, "energy_ha": -3314.70957, "total_charge": -2, "largest_force_ev_per_a": 4.712, "lumo_ha": [0.157, 0.155]}

***

{"formula": "C33H31Br2Cl40F8N3O9S3Si", "method": "the ωB97M-V functional and the def2-TZVPD basis", "elements": ["C", "C", "O", "N", "C", "C", "O", "C", "C", "C", "C", "S", "C", "N", "N", "C", "O", "C", "C", "C", "O", "C", "C", "C", "F", "Br", "C", "F", "F", "Br", "O", "S", "O", "O", "C", "Si", "C", "C", "C", "S", "O", "O", "C", "F", "F", "C", "F", "F", "F", "H", "H", "H", "H", "H", "H", "H", "H", "H", "H", "H", "H", "H", "H", "H", "H", "H", "H", "H", "H", "H", "H", "H", "H", "H", "H", "H", "H", "H", "H", "H", "C", "Cl", "Cl", "Cl", "Cl", "C", "Cl", "Cl", "Cl", "Cl", "C", "Cl", "Cl", "Cl", "Cl", "C", "Cl", "Cl", "Cl", "Cl", "C", "Cl", "Cl", "Cl", "Cl", "C", "Cl", "Cl", "Cl", "Cl", "C", "Cl", "Cl", "Cl", "Cl", "C", "Cl", "Cl", "Cl", "Cl", "C", "Cl", "Cl", "Cl", "Cl", "C", "Cl", "Cl", "Cl", "Cl"], "positions_angstrom": [[-0.77946, -2.28952, 3.61432], [-1.39330, -1.39328, 2.47748], [-2.60097, -1.24220, 2.55961], [-0.58660, -0.64991, 1.45990], [-0.61643, 0.67400, 1.88184], [-0.68844, 2.09494, 1.23475], [-0.49506, 0.79669, 3.12242], [-0.51529, -1.28259, 0.16732], [-1.87955, -1.31287, -0.71899], [-2.09724, -2.68477, -1.51012], [-2.35868, -3.93398, -0.53246], [-3.44531, -5.21955, -1.30512], [-2.81772, -5.60761, -2.95753], [-2.46534, -6.89295, -3.31427], [-2.03879, -6.90942, -4.61259], [-2.13476, -5.60987, -5.02924], [-2.63205, -4.75528, -4.04762], [-2.32685, -0.00983, -1.47675], [-3.07115, -0.15717, -2.87138], [-3.13594, 1.20434, -3.72124], [-4.15456, 2.09905, -3.25058], [-3.30774, 0.83730, -0.53156], [-4.74271, 0.20626, -0.32379], [-5.56328, 0.82761, 0.87727], [-6.85796, 1.14676, 0.38825], [-4.84467, 2.51761, 1.59358], [-5.78456, -0.17438, 2.10642], [-4.96845, 0.12533, 3.19888], [-5.73033, -1.51325, 1.77495], [-7.64192, 0.13123, 2.79417], [-1.08350, 0.73883, -1.77529], [-0.17345, -0.14812, -2.90849], [0.80778, 0.77262, -3.53834], [0.70651, -1.27404, -2.08993], [0.87049, -1.21152, -0.67271], [2.14733, 0.14782, -0.26083], [1.83173, 1.94116, -0.81725], [2.60470, 0.31622, 1.62223], [3.89006, -0.11482, -1.06230], [1.77945, -2.89884, -0.56042], [2.88755, -3.01606, -1.54970], [0.78788, -3.85107, -1.17370], [2.08517, -3.67424, 1.06220], [2.55034, -4.95411, 0.70441], [0.95337, -4.01015, 1.81562], [3.17981, -3.12932, 2.06558], [3.81895, -4.24929, 2.60994], [2.63276, -2.53686, 3.19712], [4.19283, -2.40622, 1.51301], [-0.93695, -3.36938, 3.29824], [-1.42360, -2.16636, 4.53824], [0.28112, -2.05185, 3.88052], [0.35813, 2.52969, 1.28623], [-1.11949, 2.16827, 0.20620], [-1.30945, 2.77903, 1.88877], [-0.48436, -2.39919, 0.46755], [-2.66539, -1.42840, 0.10324], [-1.32822, -2.88769, -2.30001], [-3.08724, -2.65444, -2.07401], [-2.96940, -3.50886, 0.33052], [-1.41976, -4.34092, -0.07285], [-1.89052, -5.14277, -6.01559], [-4.17142, -0.44020, -2.78892], [-2.69062, -1.00423, -3.52667], [-3.47745, 0.86439, -4.75295], [-2.12724, 1.67481, -3.87463], [-3.74600, 2.95294, -3.03273], [-3.32706, 1.92822, -0.83526], [-2.85706, 0.81255, 0.50056], [-5.34351, 0.44735, -1.25777], [-4.65105, -0.91283, -0.29977], [2.34175, 2.18593, -1.80490], [0.77725, 2.28284, -0.93616], [2.31995, 2.65298, -0.07358], [3.69174, 0.12740, 1.81809], [2.41490, 1.38438, 1.96626], [1.89249, -0.31535, 2.21893], [4.40368, -1.04834, -0.72493], [3.67419, -0.23412, -2.17132], [4.50471, 0.82530, -0.90019], [-1.27744, 6.18988, 2.60104], [-0.38340, 5.96528, 4.11503], [-2.55100, 4.96002, 2.48597], [-2.01533, 7.80839, 2.60340], [-0.17070, 6.01625, 1.22493], [-8.56798, 0.00058, 7.11035], [-7.76162, -0.16306, 8.68353], [-9.83849, -1.22819, 6.96827], [-9.28952, 1.61631, 6.98136], [-7.38392, -0.22259, 5.80935], [2.77558, 8.51899, 3.07205], [3.10755, 6.77915, 2.98082], [3.21600, 9.12247, 4.68099], [3.72455, 9.38545, 1.84772], [1.05036, 8.79295, 2.77567], [5.06521, -6.09787, 5.70851], [6.42018, -5.18663, 6.40105], [3.61012, -5.08217, 5.70624], [5.46112, -6.57306, 4.04580], [4.76968, -7.54986, 6.68302], [5.03669, 4.27326, -7.00285], [4.81719, 5.61698, -8.14126], [5.40132, 4.92216, -5.38958], [3.54977, 3.31287, -6.93589], [6.37995, 3.25272, -7.54586], [-10.47901, -5.36597, 7.14681], [-9.10450, -4.43124, 7.76224], [-11.96371, -4.40795, 7.30910], [-10.21104, -5.75558, 5.43758], [-10.63928, -6.86718, 8.07759], [1.55924, -8.80054, -5.26732], [2.90024, -7.88136, -4.55253], [0.06922, -7.83503, -5.19356], [1.94063, -9.18057, -6.96062], [1.32957, -10.30874, -4.36202], [6.65938, 4.64221, 2.82629], [5.07359, 4.00421, 2.34315], [6.44848, 6.19982, 3.64882], [7.44564, 3.49502, 3.92608], [7.66806, 4.86623, 1.38519], [9.86857, 4.79253, -9.68246], [8.16544, 5.11234, -9.30677], [10.50085, 6.08595, -10.71917], [10.80381, 4.73146, -8.17659], [10.00512, 3.23846, -10.52652], [5.27666, 8.00730, -1.77465], [6.72834, 7.96494, -0.75674], [5.00079, 9.66488, -2.34279], [5.49839, 6.94940, -3.18235], [3.88091, 7.47326, -0.81862]], "energy_ha": -27955.70896, "total_charge": 0, "largest_force_ev_per_a": 8.990, "lumo_ha": -0.032}

***

{"formula": "C33H31DyF5N3O7Si", "method": "the ωB97M-V functional and the def2-TZVPD basis", "elements": ["Dy", "O", "C", "O", "C", "C", "C", "C", "C", "O", "C", "C", "O", "O", "H", "H", "H", "H", "H", "H", "H", "H", "N", "C", "C", "O", "O", "H", "H", "H", "H", "N", "C", "C", "C", "N", "H", "H", "H", "H", "C", "C", "C", "C", "C", "C", "Si", "C", "C", "C", "C", "C", "C", "C", "C", "C", "C", "C", "C", "H", "H", "H", "H", "H", "H", "H", "H", "H", "H", "H", "H", "H", "H", "H", "F", "C", "F", "C", "F", "F", "F"], "positions_angstrom": [[0.52483, 0.64786, -0.76229], [-2.33190, 2.03117, -3.65184], [-1.19183, 1.70066, -3.35932], [-0.55926, 2.01014, -2.27362], [-0.38085, 0.90470, -4.39105], [1.09542, 1.30096, -4.34227], [1.87234, 0.75110, -5.54610], [2.02878, -0.74601, -5.16479], [1.24177, -0.79090, -3.85693], [1.59056, 0.48179, -3.26456], [-0.27027, -0.64433, -4.14735], [-1.11454, -1.22233, -3.01676], [-1.90262, -2.12805, -3.26217], [-0.86903, -0.72069, -1.85728], [-0.83090, 1.10954, -5.36095], [1.26911, 2.34799, -4.11516], [2.84267, 1.24040, -5.63796], [1.32143, 0.90329, -6.47581], [3.07270, -1.00419, -4.98763], [1.62029, -1.42975, -5.91007], [1.51542, -1.58019, -3.16394], [-0.53845, -1.19878, -5.04492], [2.44822, 2.40566, -1.27765], [2.65254, 3.39194, -0.21195], [1.35038, 3.65627, 0.52833], [1.22568, 4.71362, 1.13954], [0.50525, 2.69388, 0.45826], [3.31679, 2.05713, -1.66157], [1.91758, 2.83427, -2.03039], [3.06249, 4.34219, -0.55740], [3.34248, 2.96869, 0.51568], [0.96029, -2.90703, 0.71301], [1.11130, -4.23204, 0.84791], [1.19641, -4.74251, -0.42845], [1.08230, -3.61016, -1.26065], [0.93825, -2.49887, -0.55699], [0.86868, -2.22488, 1.44888], [1.12616, -4.69582, 1.82016], [1.30837, -5.77378, -0.71946], [1.07284, -3.57526, -2.33956], [-2.11671, -4.24946, 2.61390], [-2.45226, -3.68952, 1.38333], [-2.16721, -2.35681, 1.12174], [-1.55606, -1.53226, 2.08318], [-1.22489, -2.11843, 3.30920], [-1.49808, -3.46170, 3.57482], [-1.07401, 0.24995, 1.58256], [-0.50680, 0.98412, 3.24966], [-1.40364, 1.18528, 4.30502], [-0.98602, 1.68339, 5.53372], [0.35366, 1.99910, 5.73852], [1.26250, 1.81523, 4.70521], [0.83249, 1.31682, 3.47818], [-2.78630, 1.05584, 1.31083], [-3.99000, 0.50895, 1.76839], [-5.20643, 1.15715, 1.57644], [-5.24754, 2.37560, 0.90941], [-4.06689, 2.93378, 0.43581], [-2.85435, 2.28327, 0.63552], [-2.32427, -5.29511, 2.81405], [-2.90844, -4.30157, 0.61343], [-2.38715, -1.95372, 0.13551], [-0.74588, -1.51507, 4.07406], [-1.22623, -3.88853, 4.53471], [-2.45527, 0.94960, 4.16211], [-1.70773, 1.83207, 6.33033], [0.68216, 2.39819, 6.69205], [2.30637, 2.07280, 4.84487], [1.55548, 1.18990, 2.68084], [-3.98140, -0.44874, 2.28044], [-6.12311, 0.70552, 1.94122], [-6.19480, 2.87853, 0.74703], [-4.08641, 3.87164, -0.10675], [-1.94475, 2.73940, 0.25794], [2.41926, -0.21914, 1.03095], [3.33610, -0.98028, 0.18610], [2.89045, -0.45486, -1.09022], [4.66648, -0.28228, 0.37992], [5.57110, -0.78510, -0.48319], [4.72801, 1.07071, 0.19802], [5.12692, -0.49193, 1.62624]], "spin_multiplicity": 6, "energy_ha": -3641.18780, "total_charge": -2, "relative_energy_ev": 1.321, "largest_force_ev_per_a": 1.113, "lumo_ha": [0.155, 0.155]}

***

> What is the formula in the first record?

C33H30NO4PSV